CH4FP in the gas phase. Source: the Open Molecules 2025 dataset; level of theory: ωB97M-V with the def2-TZVPD basis set.

Summary:
ΔE to the lowest compared entry with this formula, charge and spin in kcal per mole: 24.2
Net charge: 0
Orbital gap in eV: 9.87

Positions of all 7 atoms, in Å:
C  0.22  0.09  0.43
F  -2.41  1.15  -0.60
P  -0.50  1.09  -0.98
H  -0.70  -0.31  0.83
H  0.81  0.66  1.16
H  0.81  -0.76  0.12
H  -0.81  0.23  -1.97

Atomic partial charges in e from the natural (NBO) method, atoms 1 to 4: number 1, C, carries -0.975; number 2, F, carries -0.613; number 3, P, carries 0.905; number 4, H, carries 0.262



A molecular structure, C7H14O10Tl. Source: the Open Molecules 2025 dataset; level of theory: ωB97M-V with the def2-TZVPD basis set.

Summary:
ΔE to the lowest compared entry with this formula, charge and spin in kcal per mole: 37.0
Net charge: +1
Orbital gap in eV: 2.95

Positions of all 32 atoms, in Å:
Tl  -0.83  2.11  -0.20
O  -3.23  0.84  0.23
H  -3.95  0.36  0.68
O  4.03  1.73  -0.62
C  2.70  1.59  -0.56
O  2.05  1.92  0.47
O  1.97  1.29  -1.54
H  4.17  2.01  0.28
C  -0.70  -2.21  4.09
O  -1.09  -0.98  3.42
C  -0.22  0.02  3.02
O  -0.53  1.08  2.46
O  1.08  -0.26  3.46
C  2.13  0.68  3.19
H  -1.63  -2.65  4.44
H  -0.11  -2.05  4.99
H  -0.15  -2.88  3.43
H  2.64  0.40  2.27
H  2.85  0.53  3.99
H  1.69  1.67  3.26
C  1.19  -0.95  -3.80
O  -0.24  -1.15  -3.90
C  -1.05  -0.26  -3.47
O  -0.78  0.77  -2.87
O  -2.25  -0.77  -3.66
C  -3.41  -0.14  -3.08
H  1.53  0.00  -4.22
H  1.72  -1.79  -4.25
H  1.54  -1.01  -2.78
H  -3.18  0.23  -2.09
H  -4.24  -0.85  -2.96
H  -3.69  0.72  -3.69

Atomic partial charges in e from the natural (NBO) method, atoms 1 to 4: number 1, Tl, carries 1.140; number 2, O, carries -0.641; number 3, H, carries 0.464; number 4, O, carries -0.607



A molecular structure, C36H31N10O3S2Tc. Source: the Open Molecules 2025 dataset; level of theory: ωB97M-V with the def2-TZVPD basis set.

Summary:
ΔE to the lowest compared entry with this formula, charge and spin in kcal per mole: 26.7
Multiplicity: 4
Net charge: +1
Orbital gap (alpha / beta) in eV: 6.97 / 6.38

Positions of all 83 atoms, in Å:
Tc  1.06  0.25  0.59
N  -1.65  0.07  2.77
C  -0.39  -0.05  3.37
C  -0.40  -0.21  4.75
C  0.80  -0.38  5.41
C  1.97  -0.41  4.68
C  1.91  -0.25  3.32
N  0.73  -0.04  2.66
C  -2.06  0.07  1.45
C  -3.45  0.03  1.24
C  -3.95  -0.01  -0.03
C  -3.05  -0.01  -1.10
C  -1.71  0.03  -0.82
N  -1.20  0.08  0.44
H  -2.33  0.47  3.39
H  -1.34  -0.23  5.28
H  0.81  -0.51  6.48
H  2.93  -0.57  5.15
H  2.79  -0.29  2.70
H  -4.10  -0.01  2.10
H  -5.02  -0.05  -0.20
H  -3.38  -0.06  -2.13
H  -0.99  0.02  -1.61
O  2.28  -3.97  0.97
S  1.13  -3.15  1.27
O  0.98  -2.64  2.59
N  1.02  -1.90  0.20
C  1.13  -2.27  -1.15
C  1.12  -3.54  -1.68
C  1.25  -3.79  -3.06
C  1.41  -2.79  -3.96
C  1.44  -1.46  -3.48
C  1.61  -0.36  -4.35
C  1.64  0.90  -3.84
C  1.50  1.07  -2.46
N  1.32  0.08  -1.61
C  1.30  -1.20  -2.10
C  -0.30  -4.15  0.97
C  -0.18  -5.53  0.94
C  -1.32  -6.31  0.76
C  -2.56  -5.70  0.61
C  -2.67  -4.32  0.63
C  -1.54  -3.54  0.82
H  1.03  -4.41  -1.05
H  1.23  -4.82  -3.39
H  1.52  -2.97  -5.02
H  1.72  -0.55  -5.41
H  1.78  1.78  -4.47
H  1.53  2.08  -2.06
H  0.79  -5.99  1.06
H  -1.24  -7.39  0.75
H  -3.44  -6.31  0.46
H  -3.63  -3.85  0.51
H  -1.60  -2.46  0.84
O  2.46  1.08  1.19
N  -5.36  8.92  -0.74
C  -4.52  8.15  -0.63
C  -3.48  7.17  -0.50
C  -3.80  5.84  -0.27
C  -2.80  4.89  -0.14
C  -1.47  5.28  -0.24
C  -1.14  6.61  -0.46
C  -2.14  7.55  -0.59
N  -0.43  4.30  -0.11
C  0.93  4.52  -0.19
C  1.53  3.32  0.01
N  0.56  2.36  0.19
C  -0.60  2.98  0.12
H  -4.84  5.54  -0.20
H  -3.07  3.86  0.03
H  -0.11  6.92  -0.54
H  -1.89  8.59  -0.77
H  1.36  5.49  -0.36
H  2.58  3.06  0.05
H  -1.56  2.51  0.23
N  5.65  -1.66  -2.05
C  4.79  -1.84  -1.03
N  4.36  -3.09  -0.83
S  4.32  -0.54  -0.05
H  5.98  -2.42  -2.63
H  6.01  -0.73  -2.21
H  4.69  -3.85  -1.41
H  3.79  -3.31  -0.03

Atomic partial charges in e from the Mulliken method, atoms 1 to 4: number 1, Tc, carries -0.142; number 2, N, carries 0.236; number 3, C, carries 0.564; number 4, C, carries -1.094



2 unconnected molecules or ions with the total composition C32H31FN2O4S2. Source: the Open Molecules 2025 dataset; level of theory: ωB97M-V with the def2-TZVPD basis set.

Summary:
Net charge: 0
Orbital gap in eV: 4.63

Positions of all 72 atoms, in Å:
C  -7.38  -0.49  1.20
N  -6.46  0.60  1.46
C  -7.14  1.85  1.67
C  -5.11  0.46  1.47
C  -4.27  1.55  1.86
C  -2.89  1.45  1.82
C  -2.27  0.25  1.40
C  -0.83  0.13  1.24
C  -0.02  1.28  1.13
C  1.36  1.26  1.15
C  2.19  2.44  1.24
C  3.60  2.31  1.13
C  4.42  3.43  1.17
C  3.86  4.71  1.29
C  2.47  4.85  1.41
C  1.64  3.74  1.43
C  -0.23  -1.20  1.24
C  0.69  -1.61  0.26
C  1.16  -2.92  0.24
C  0.93  -3.76  1.36
N  1.48  -5.01  1.41
C  1.65  -5.74  2.65
C  1.81  -5.75  0.21
C  0.12  -3.30  2.42
C  -0.56  -2.11  2.28
C  -3.10  -0.85  1.04
C  -4.48  -0.75  1.06
H  -6.91  -1.48  1.28
H  -8.20  -0.44  1.93
H  -7.83  -0.39  0.20
H  -6.46  2.71  1.69
H  -7.87  2.01  0.87
H  -7.70  1.81  2.62
H  -4.70  2.48  2.22
H  -2.30  2.29  2.15
H  -0.53  2.24  1.05
H  1.89  0.31  1.14
H  4.03  1.31  1.04
H  5.50  3.29  1.08
H  4.52  5.59  1.29
H  2.04  5.85  1.49
H  0.56  3.85  1.56
H  0.97  -0.93  -0.54
H  1.73  -3.28  -0.61
H  1.55  -5.08  3.52
H  0.91  -6.55  2.73
H  2.65  -6.19  2.67
H  1.45  -5.22  -0.68
H  2.90  -5.89  0.13
H  1.33  -6.74  0.25
H  -0.04  -3.91  3.31
H  -1.34  -1.84  3.00
H  -2.65  -1.79  0.72
H  -5.06  -1.61  0.75
F  0.99  3.19  -1.68
C  1.48  1.98  -1.96
S  3.23  1.92  -2.11
O  3.79  3.26  -2.08
O  3.76  0.87  -1.26
C  3.23  1.26  -3.78
C  2.00  0.86  -4.28
C  1.89  0.37  -5.59
C  3.05  0.27  -6.36
C  4.30  0.67  -5.85
C  4.39  1.18  -4.55
S  0.58  1.09  -3.19
O  0.22  -0.21  -2.66
O  -0.41  1.94  -3.81
H  0.91  0.11  -5.97
H  2.98  -0.12  -7.38
H  5.20  0.58  -6.46
H  5.33  1.52  -4.12

Atomic partial charges in e from the Mulliken method, atoms 1 to 4: number 1, C, carries -1.067; number 2, N, carries 0.062; number 3, C, carries -1.013; number 4, C, carries 2.331



Max |F| values, unit eV/A, following the record order: 3.94; 2.96; 1.32; 2.36.